(1)
Below is one molecule with the formula CH5N5O at a distorted geometry, with properties calculated with ωB97M-V with the def2-TZVPD basis set.

Results
LUMO ... 0.743 eV
SMILES ... [H]/N=N/NNC(N)=O
Orbital gap ... 0.3671 Eh
Highest occupied orbital energy ... -9.25 eV
Energy relative to the best compared isomer or geometry (same formula, charge and spin) ... 120.2 kJ/mol
Calculated total energy ... -10612.853 eV

ORCA input file:
```
! wB97M-V def2-TZVPD RIJCOSX def2/J DEFGRID3
* xyz 0 1
C 1.127 0.639 -0.436
N -2.742 -1.564 -0.143
N -1.653 -1.091 0.231
N 2.343 0.484 0.108
N 0.112 0.325 0.461
N -1.353 0.159 0.041
O 0.795 0.981 -1.546
H -2.938 -2.505 0.071
H 2.319 0.726 1.045
H 3.005 0.820 -0.569
H 0.411 0.202 1.389
H -1.424 0.826 -0.652
*
```

***

(2)
Below is C4H6O2 as an isolated structure, with properties calculated with ωB97M-V with the def2-TZVPD basis set.

Results
LUMO ... 0.053 eV
Orbital gap ... 0.3501 Eh
Highest occupied orbital energy ... -9.48 eV
Energy relative to the best compared isomer or geometry (same formula, charge and spin) ... 427.3 kJ/mol
Calculated total energy ... -8336.032 eV

ORCA input file:
```
! wB97M-V def2-TZVPD RIJCOSX def2/J DEFGRID3
* xyz 0 1
C 1.734 0.265 -0.199
C 0.039 0.721 0.116
O -0.055 1.729 0.766
C -0.786 -0.337 -0.274
C -2.200 -0.383 0.131
O -2.972 -1.237 -0.252
H 2.059 -0.684 -0.648
H 2.310 0.514 0.693
H 1.882 1.043 -0.953
H -0.454 -1.025 -1.046
H 0.653 -0.464 0.336
H -2.513 0.404 0.845
*
```